Entry from OMol25: a structure of composition C32H57N14O4Ti (ωB97M-V with the def2-TZVPD basis set).

Geometry (Å):
Ti  0.09  -0.08  -0.34
C  5.53  -0.79  -0.67
N  4.30  -1.25  -0.04
C  4.44  -2.35  0.91
C  3.31  -0.27  0.17
N  2.24  -0.24  -0.64
C  2.42  -0.99  -1.91
C  1.33  -2.01  -2.12
N  0.00  -1.34  -2.08
C  -0.21  -0.52  -3.31
C  -0.67  0.89  -2.99
N  0.08  1.44  -1.83
C  0.65  2.66  -2.03
N  1.03  3.09  -3.26
C  0.79  4.47  -3.70
C  1.74  2.27  -4.22
N  0.87  3.49  -0.99
C  1.91  4.51  -1.02
C  -0.05  3.64  0.13
C  -1.08  -2.33  -1.86
C  -2.37  -1.61  -1.50
N  -2.09  -0.33  -0.84
C  -3.11  0.48  -0.63
N  -4.38  0.23  -1.03
C  -4.77  -0.29  -2.35
C  -5.53  0.75  -0.28
N  -2.82  1.76  -0.07
C  -3.32  2.16  1.26
C  -3.12  2.80  -1.06
N  3.50  0.63  1.12
C  4.53  0.46  2.15
C  2.78  1.89  1.19
H  6.21  -0.26  0.00
H  5.30  -0.14  -1.52
H  6.06  -1.66  -1.06
H  4.58  -3.28  0.37
H  3.55  -2.44  1.53
H  5.31  -2.21  1.57
H  3.37  -1.52  -1.90
H  2.44  -0.27  -2.73
H  1.35  -2.76  -1.33
H  1.46  -2.52  -3.08
H  -0.93  -1.02  -3.96
H  0.73  -0.50  -3.86
H  -1.73  0.88  -2.74
H  -0.58  1.52  -3.87
H  0.13  4.98  -3.01
H  0.29  4.42  -4.67
H  1.71  5.03  -3.82
H  1.92  1.28  -3.81
H  2.71  2.72  -4.44
H  1.19  2.18  -5.16
H  2.67  4.27  -1.76
H  2.38  4.54  -0.04
H  1.51  5.50  -1.23
H  -0.76  2.82  0.16
H  -0.59  4.58  0.03
H  0.52  3.69  1.06
H  -0.77  -3.00  -1.07
H  -1.22  -2.92  -2.77
H  -2.98  -2.25  -0.86
H  -2.94  -1.47  -2.42
H  -4.04  -0.03  -3.11
H  -5.70  0.22  -2.62
H  -4.97  -1.36  -2.35
H  -5.35  0.72  0.79
H  -6.37  0.09  -0.48
H  -5.81  1.76  -0.58
H  -3.42  1.30  1.92
H  -4.28  2.67  1.21
H  -2.60  2.85  1.70
H  -2.43  2.73  -1.91
H  -2.98  3.77  -0.59
H  -4.14  2.76  -1.44
H  4.31  -0.42  2.76
H  4.50  1.33  2.80
H  5.52  0.39  1.73
H  1.94  1.89  0.49
H  3.45  2.70  0.91
H  2.43  2.05  2.20
N  -2.85  -1.43  4.05
C  -2.00  -0.53  3.54
C  -1.63  -0.54  2.18
N  -0.80  0.37  1.68
C  -0.31  1.29  2.52
C  -0.67  1.28  3.86
N  -1.49  0.38  4.37
H  -3.27  -2.17  3.51
H  -3.05  -1.39  5.04
H  -1.99  -1.32  1.52
H  0.35  2.04  2.13
H  -0.25  2.01  4.54
O  1.53  -1.18  2.18
C  0.76  -1.97  1.69
O  0.22  -1.71  0.46
C  0.29  -3.20  2.34
C  0.31  -3.24  3.73
C  -0.17  -4.36  4.40
C  -0.64  -5.42  3.64
C  -0.64  -5.42  2.26
C  -0.18  -4.29  1.60
N  -1.19  -6.60  4.34
O  -1.39  -7.59  3.67
O  -1.32  -6.50  5.54
H  0.71  -2.41  4.29
H  -0.18  -4.43  5.47
H  -0.98  -6.30  1.73
H  -0.16  -4.27  0.52

Properties
Charge: +3
Kohn-Sham gap, eV: 6.71
Energy, eV: -86250.88419

These are the Löwdin partial charges, in e, on atoms 1 to 5:
1. Ti 1.3026
2. C -0.0293
3. N -0.2040
4. C -0.0258
5. C -0.3492